# 1
{"formula": "Ag2BeCl", "method": "wB97M-V/def2-TZVPD", "elements": ["Be", "Ag", "Ag", "Cl"], "coordinates": [[1.965367, 1.618039, -0.733175], [-0.080799, 0.952729, 1.106283], [-1.815361, -2.069936, 0.823640], [-0.069207, -0.500833, -1.196748]], "forces_ev_per_angstrom": [[-0.91, -1.23, -0.70], [-0.01, -0.15, -0.66], [-0.39, -0.67, -0.11], [1.31, 2.06, 1.48]], "total_energy_ev": -20881.69798, "charge": 3, "molar_mass_g_mol": 260.20, "orbital_gap_ev": 6.444, "lumo_energy_ha": -0.6837, "max_force_ha_per_bohr": 0.0555}

---

# 2
{"formula": "C2H6O4Si", "method": "wB97M-V/def2-TZVPD", "elements": ["C", "C", "O", "O", "Si", "O", "O", "H", "H", "H", "H", "H", "H"], "coordinates": [[2.321946, -0.346779, -0.407330], [1.127842, 0.393263, 0.218657], [1.135564, 0.919728, 1.309573], [-0.001499, 0.297328, -0.417947], [-1.514151, 0.271916, 0.300761], [-1.607215, -1.184050, 0.983947], [-2.393246, 0.330734, -1.008249], [2.225032, -1.412879, -0.340250], [3.189334, -0.043595, 0.057345], [2.103600, -0.299912, -1.574369], [-1.563498, 1.418644, 1.387806], [-2.491690, -1.535325, 0.786661], [-2.532020, 1.190927, -1.296605]], "forces_ev_per_angstrom": [[-3.87, 0.22, -3.33], [1.21, -0.95, 1.97], [0.98, 0.17, -0.02], [-0.81, -0.32, -1.67], [2.63, 1.54, 2.38], [-1.13, -0.62, 0.06], [-1.43, -1.81, -0.27], [-0.39, -0.65, 0.86], [2.11, 0.89, 0.23], [1.41, 0.67, 2.18], [-0.40, -1.15, -1.46], [0.40, -0.38, 0.34], [-0.70, 2.40, -1.27]], "total_energy_ev": -18242.11114, "smiles": "CC(=O)O[SiH](O)O", "molar_mass_g_mol": 122.15, "orbital_gap_ev": 10.563, "lumo_energy_ha": 0.0176, "max_force_ha_per_bohr": 0.0994}

---

# 3
{"formula": "C3H6O3", "method": "wB97M-V/def2-TZVPD", "elements": ["C", "O", "C", "C", "O", "O", "H", "H", "H", "H", "H", "H"], "coordinates": [[1.858319, -0.009028, -0.052716], [0.494501, 0.529265, -0.117420], [-0.533669, -0.526907, -0.016992], [-1.978282, 0.085223, -0.073145], [-3.039894, -0.531190, -0.069338], [-1.804622, 1.418544, -0.012877], [2.495755, 0.952854, -0.272306], [2.107977, -0.273228, 1.076713], [1.969276, -0.910499, -0.763994], [-0.236261, -1.229641, -0.773526], [-0.487931, -1.040557, 1.068434], [-0.845172, 1.535161, 0.007167]], "forces_ev_per_angstrom": [[0.11, 1.36, 1.35], [-0.20, -1.65, 0.26], [0.75, -0.36, 2.57], [-0.10, -0.62, 0.02], [2.70, 1.61, -0.12], [-1.70, -0.60, -0.06], [-0.95, -2.31, -0.04], [-0.54, 0.10, -2.37], [0.11, 1.60, 1.10], [-0.68, -0.66, -0.32], [0.08, 0.96, -2.35], [0.41, 0.57, -0.05]], "total_energy_ev": -9349.49273, "smiles": "COCC(=O)O", "molar_mass_g_mol": 90.08, "orbital_gap_ev": 11.177, "lumo_energy_ha": 0.0224, "max_force_ha_per_bohr": 0.0611}

---

# 4
{"formula": "C4H7LaO2", "method": "wB97M-V/def2-TZVPD", "elements": ["H", "O", "C", "C", "C", "C", "O", "La", "H", "H", "H", "H", "H", "H"], "coordinates": [[0.205657, 2.528336, 0.686958], [-2.133743, 1.216256, 0.365789], [-0.997610, 0.744736, -0.203827], [-0.730402, -0.589121, -0.182974], [0.428016, -1.166937, -0.964736], [1.272422, -1.340615, 0.246288], [1.770207, -0.412103, 0.913679], [1.700398, 1.687741, 1.938323], [-2.197241, 2.170266, 0.264731], [-0.417729, 1.407910, -0.854474], [-1.419998, -1.262195, 0.330079], [0.857653, -0.471070, -1.694519], [0.179516, -2.137810, -1.411586], [1.482860, -2.375390, 0.566264]], "forces_ev_per_angstrom": [[1.09, 0.11, 0.95], [1.07, -0.35, 0.00], [-0.90, -1.04, -0.76], [-1.16, 0.96, -0.07], [0.21, 0.10, 0.81], [0.55, -1.03, -0.93], [0.52, 0.88, 0.43], [-0.94, -0.46, -0.97], [-0.14, 0.23, -0.14], [-0.36, -0.15, 0.25], [0.21, 0.15, -0.12], [-0.12, -0.07, 0.18], [0.17, 0.36, 0.07], [-0.21, 0.31, 0.32]], "total_energy_ev": -9195.68420, "charge": 2, "molar_mass_g_mol": 226.00, "orbital_gap_ev": 6.458, "lumo_energy_ha": -0.3593, "max_force_ha_per_bohr": 0.0304}

---

# 5
{"formula": "C7H12ClF2NO5S", "method": "wB97M-V/def2-TZVPD", "elements": ["C", "C", "F", "C", "N", "Cl", "S", "O", "O", "F", "H", "H", "H", "H", "H", "H", "C", "C", "C", "O", "C", "O", "O", "H", "H", "H", "H", "H", "H"], "coordinates": [[-1.053926, 0.239170, -3.325144], [-2.308052, 1.117598, -2.685767], [-3.244720, 1.404080, -3.831976], [-1.759324, 2.542668, -2.087029], [-2.244389, 2.871019, -0.691770], [-1.704417, 4.525246, -0.418697], [-1.440312, 1.938964, 0.547126], [-0.584910, 0.757526, 0.030648], [-0.478661, 2.889674, 1.355966], [-2.636657, 1.369991, 1.677940], [-0.459668, -0.235041, -2.426083], [-0.338494, 0.997900, -3.856952], [-1.405204, -0.607706, -4.065893], [-2.941615, 0.501176, -1.899587], [-0.580715, 2.594821, -2.214072], [-2.186893, 3.396636, -2.802179], [1.613688, -1.101446, 3.421393], [2.224416, -1.601114, 2.127026], [1.223840, -2.149901, 1.155516], [2.014971, -3.037960, 0.382184], [3.022796, -3.461325, 1.202917], [3.789873, -4.374907, 0.940959], [3.058640, -2.726433, 2.355381], [0.836618, -1.781830, 3.785666], [2.371493, -1.037621, 4.209204], [1.163020, -0.113561, 3.282677], [2.843601, -0.815491, 1.676916], [0.780040, -1.374030, 0.524818], [0.424960, -2.728099, 1.628809]], "forces_ev_per_angstrom": [[-0.20, 0.51, 0.73], [0.16, -0.69, -0.81], [1.83, -0.28, 2.46], [0.32, -0.47, -2.67], [0.76, -0.07, -0.04], [-0.79, -0.19, -0.15], [7.75, -0.40, 3.73], [-4.62, 3.43, 1.13], [-4.85, -3.73, -2.66], [2.16, 1.30, -3.10], [-1.24, 0.93, -1.80], [-1.39, -1.56, 0.81], [0.55, 1.93, 1.61], [1.32, 1.36, -1.69], [-2.44, -0.19, 0.67], [0.72, -1.94, 1.80], [0.02, -0.09, 0.30], [-0.56, 0.92, 0.96], [-0.60, 0.59, -0.51], [0.81, -0.48, 0.35], [1.73, -2.06, -0.53], [-1.83, 2.15, 0.60], [0.17, -0.81, -0.89], [0.11, 0.03, -0.13], [-0.05, 0.12, -0.22], [0.11, -0.13, -0.03], [-0.12, -0.07, -0.09], [0.13, -0.23, -0.01], [0.06, 0.12, 0.18]], "total_energy_ev": -47968.67197, "molar_mass_g_mol": 295.69, "orbital_gap_ev": 8.799, "lumo_energy_ha": -0.0728, "max_force_ha_per_bohr": 0.1673}